56
Properties=species:S:1:pos:R:3:forces:R:3:lowdin_charge:R:1 method="wB97M-V/def2-TZVPD" spin_multiplicity=1 homo_energy_ev=-4.2 homo_lumo_gap_ha=0.207 charge=-1 total_energy_ha=-1372.95379
C -3.344 1.765 -1.366 -0.21 -0.07 -0.04 -0.122
C -3.696 0.461 -2.082 -0.04 -0.07 0.30 -0.276
C -2.538 -0.538 -2.059 -0.01 0.23 -0.02 -0.220
C -2.143 -0.962 -0.627 -0.14 -0.38 -0.57 -0.202
C -2.405 -2.449 -0.306 0.24 0.07 0.18 -0.205
C -1.208 -3.164 0.366 -0.50 0.03 -0.13 -0.211
C -1.612 -4.102 1.511 0.44 -0.23 0.08 -0.219
C -1.429 -3.531 2.927 -0.34 0.17 -0.09 -0.220
C -1.816 -2.047 3.131 -0.06 -0.08 0.65 -0.309
C -0.698 -1.220 3.792 0.28 0.02 -0.31 -0.371
Al 0.767 -0.545 2.536 0.01 -0.12 0.36 0.164
H -2.370 2.136 -1.684 0.00 0.10 -0.03 0.080
H -4.098 2.531 -1.554 0.05 0.08 -0.05 0.067
H -3.305 1.618 -0.288 0.13 -0.02 0.03 0.046
H -4.550 0.000 -1.573 -0.10 0.04 -0.09 0.105
H -4.014 0.683 -3.103 0.06 -0.07 -0.09 0.094
H -2.789 -1.419 -2.653 -0.07 -0.02 -0.02 0.092
H -1.694 -0.063 -2.569 0.09 -0.05 0.06 0.103
H -2.718 -0.364 0.077 0.22 0.13 0.16 0.088
H -1.090 -0.742 -0.465 -0.02 0.10 0.18 0.076
H -3.274 -2.527 0.351 -0.05 -0.02 0.00 0.097
H -2.663 -2.992 -1.219 -0.08 0.01 -0.04 0.092
H -0.495 -2.421 0.722 0.09 -0.08 0.09 0.047
H -0.699 -3.748 -0.403 0.16 0.05 0.00 0.102
H -0.992 -5.001 1.438 -0.06 -0.07 0.09 0.094
H -2.639 -4.457 1.381 -0.10 0.14 -0.12 0.095
H -0.399 -3.680 3.253 0.11 0.11 -0.14 0.094
H -2.054 -4.122 3.603 0.14 -0.15 0.06 0.092
H -2.689 -2.033 3.798 -0.19 -0.02 -0.18 0.082
H -2.147 -1.588 2.197 0.09 0.03 -0.08 0.067
H -1.133 -0.376 4.340 -0.02 0.09 -0.05 0.018
H -0.206 -1.837 4.556 -0.08 -0.05 0.09 0.025
H 1.532 -1.840 1.902 -0.07 -0.07 -0.10 -0.117
H 1.852 0.332 3.377 -0.05 0.10 0.05 -0.146
H 0.018 0.355 1.399 -0.05 0.09 -0.13 -0.126
C 5.057 0.859 -0.870 0.05 0.04 0.19 0.016
N 4.212 0.390 0.266 0.05 0.03 -0.16 -0.450
O 4.692 0.437 1.380 0.04 -0.02 0.07 0.051
O 3.106 -0.005 -0.022 -0.01 0.02 0.04 0.032
H 6.013 1.184 -0.476 -0.01 0.00 0.01 0.088
H 5.171 0.029 -1.556 -0.06 -0.01 -0.06 0.079
H 4.530 1.677 -1.349 -0.03 -0.03 -0.06 0.088
C -2.919 3.735 1.941 -0.05 -0.11 -0.05 0.046
N -2.086 4.729 1.210 0.09 -0.16 0.03 -0.452
O -2.342 4.939 0.043 -0.09 0.07 -0.11 0.053
O -1.190 5.253 1.833 0.01 0.14 0.06 0.062
H -3.666 3.351 1.258 0.02 0.02 -0.02 0.076
H -2.251 2.949 2.284 0.04 0.00 0.03 0.106
H -3.369 4.251 2.784 0.06 0.00 0.04 0.095
C 7.104 2.155 -5.353 0.02 0.12 -0.03 0.045
N 6.472 1.853 -4.039 0.05 0.00 -0.15 -0.444
O 6.275 2.777 -3.282 -0.01 0.04 0.08 0.075
O 6.200 0.691 -3.824 0.02 -0.04 -0.01 0.067
H 7.289 3.221 -5.405 -0.01 0.01 0.03 0.092
H 8.027 1.586 -5.405 -0.03 -0.06 -0.02 0.098
H 6.413 1.831 -6.125 0.01 -0.06 0.00 0.099